1.
Formula: C4H9NO4
Source: OMol25
Level of theory: ωB97M-V/def2-TZVPD

Summary:
Kohn-Sham gap	9.32	eV
electronic energy	-13971.16865	eV
E_LUMO	0.4	eV
ΔE to the lowest compared entry with this formula, charge and spin	3.988	eV

```
18
C4H9NO4 (ωB97M-V/def2-TZVPD)
C 0.12 -0.26 -1.54
C -0.42 -1.09 -0.44
C 1.54 1.81 0.64
C 0.36 -0.42 0.84
N -1.88 -0.94 -0.47
O 0.71 0.95 -0.12
O -0.73 0.38 -2.30
O -0.60 -0.04 1.81
O 1.38 -1.01 1.22
H -1.49 0.57 -1.66
H -0.69 -0.82 2.38
H 1.08 -0.50 -1.99
H -0.07 -2.12 -0.47
H -2.24 -0.86 0.48
H -2.33 -1.76 -0.87
H 1.81 2.66 0.02
H 1.00 2.18 1.52
H 2.43 1.26 0.96
```

=====

2.
Formula: C4H8O2
Source: OMol25
Level of theory: ωB97M-V/def2-TZVPD

Summary:
Kohn-Sham gap	11.32	eV
electronic energy	-8370.20200	eV
SMILES string	C1C[C@H]2O[C@@H]12.O
E_LUMO	1.0	eV
ΔE to the lowest compared entry with this formula, charge and spin	3.080	eV

```
14
C4H8O2 (ωB97M-V/def2-TZVPD)
C -0.12 0.96 -1.09
C 0.60 0.76 0.27
C 0.77 -0.75 -0.15
O -0.57 -1.26 -0.15
C -0.12 -0.55 -1.30
H -1.06 1.52 -1.13
H 0.61 1.37 -1.79
H -0.07 0.88 1.12
H 1.46 1.41 0.43
H 1.56 -1.49 -0.09
H -0.22 -1.08 -2.24
O -1.12 -0.40 2.36
H -1.45 -0.55 1.46
H -0.25 -0.82 2.28
```

=====

3.
Formula: C6H12O
Source: OMol25
Level of theory: ωB97M-V/def2-TZVPD

Summary:
Kohn-Sham gap	8.97	eV
electronic energy	-8462.18127	eV
SMILES string	C=C(C)/C=C/C.O
E_LUMO	0.8	eV
ΔE to the lowest compared entry with this formula, charge and spin	2.173	eV

```
19
C6H12O (ωB97M-V/def2-TZVPD)
C -1.98 -0.93 -1.06
C -0.87 -0.62 -0.37
C -0.95 0.22 0.86
C 0.46 -1.13 -0.74
C 0.92 -1.53 -1.94
C 2.35 -1.50 -2.42
H -2.87 -0.35 -0.88
H -1.98 -1.61 -1.90
H -1.59 -0.18 1.66
H -1.35 1.23 0.71
H -0.03 0.38 1.42
H 1.20 -1.02 0.06
H 0.24 -2.08 -2.58
H 2.65 -0.45 -2.54
H 3.05 -1.93 -1.69
H 2.49 -2.03 -3.35
O -0.61 4.13 5.08
H -1.11 4.52 4.38
H -0.03 4.86 5.30
```

=====

4.
Formula: C14H23NO
Source: OMol25
Level of theory: ωB97M-V/def2-TZVPD

Summary:
Kohn-Sham gap	9.26	eV
electronic energy	-18428.53112	eV
SMILES string	CCCCNCCCCOc1ccccc1
E_LUMO	1.0	eV
ΔE to the lowest compared entry with this formula, charge and spin	0.033	eV

```
39
C14H23NO (ωB97M-V/def2-TZVPD)
C -0.99 -2.75 5.09
C -0.99 -2.45 3.60
C 0.01 -1.35 3.24
C 0.11 -1.10 1.72
N -1.10 -0.67 1.05
C -1.62 0.64 1.41
C -0.79 1.76 0.77
C -0.76 1.63 -0.75
C 0.21 2.62 -1.38
O 0.22 2.56 -2.79
C 0.86 1.54 -3.42
C 1.61 0.54 -2.81
C 2.23 -0.43 -3.58
C 2.13 -0.42 -4.96
C 1.39 0.58 -5.57
C 0.76 1.55 -4.82
H 0.00 -3.08 5.41
H -1.71 -3.53 5.33
H -1.25 -1.85 5.66
H -1.99 -2.15 3.30
H -0.73 -3.36 3.05
H -0.27 -0.43 3.75
H 1.00 -1.63 3.60
H 0.42 -2.03 1.23
H 0.88 -0.35 1.54
H -1.83 -1.37 1.18
H -1.66 0.80 2.50
H -2.64 0.70 1.02
H 0.23 1.72 1.16
H -1.21 2.72 1.06
H -0.49 0.61 -1.00
H -1.76 1.81 -1.15
H -0.10 3.64 -1.15
H 1.23 2.48 -0.98
H 1.71 0.50 -1.74
H 2.81 -1.20 -3.09
H 2.62 -1.18 -5.55
H 1.30 0.60 -6.65
H 0.18 2.33 -5.28
```

=====

5.
Formula: C21H29N5O2S3Zn
Source: OMol25
Level of theory: ωB97M-V/def2-TZVPD

Summary:
Kohn-Sham gap	6.90	eV
electronic energy	-114718.88209	eV
E_LUMO	0.1	eV
ΔE to the lowest compared entry with this formula, charge and spin	0.000	eV

```
61
C21H29N5O2S3Zn (ωB97M-V/def2-TZVPD)
Zn 0.58 0.96 0.36
C 3.19 1.76 0.16
C 2.89 1.08 1.35
C 1.79 1.73 1.97
C 1.41 2.84 1.12
C 2.27 2.82 0.00
C 2.23 3.79 -1.14
C 0.42 3.91 1.46
C 1.29 1.45 3.36
C 3.57 -0.13 1.91
C 4.24 1.37 -0.84
H 2.90 4.65 -0.99
H 1.22 4.19 -1.28
H 2.54 3.33 -2.09
H 0.91 4.78 1.92
H -0.33 3.55 2.17
H -0.12 4.26 0.58
H 1.94 1.90 4.11
H 1.23 0.38 3.56
H 0.29 1.86 3.52
H 4.21 0.11 2.77
H 4.21 -0.62 1.17
H 2.84 -0.87 2.25
H 5.16 1.94 -0.72
H 3.90 1.54 -1.87
H 4.51 0.31 -0.76
C -1.92 -1.66 -2.69
N -2.03 -0.68 -1.63
C -1.60 0.57 -1.73
N -1.15 0.99 -2.91
S -1.65 1.65 -0.39
H -2.31 -2.60 -2.32
H -0.87 -1.81 -2.98
H -2.51 -1.36 -3.56
H -2.34 -0.97 -0.71
H -0.96 0.36 -3.67
H -0.74 1.91 -2.94
N -6.02 -2.28 0.00
C -4.69 -2.28 0.40
C -4.20 -1.26 1.22
C -2.89 -1.29 1.67
C -2.05 -2.33 1.30
C -2.53 -3.36 0.49
C -3.84 -3.33 0.05
S -0.35 -2.30 1.79
O 0.19 -3.60 1.48
O -0.31 -1.78 3.12
N 0.30 -1.19 0.82
C 0.85 -1.50 -0.36
S 1.24 -3.02 -1.09
C 1.88 -2.18 -2.47
C 1.79 -0.84 -2.29
N 1.19 -0.46 -1.11
H -6.50 -1.40 0.03
H -6.26 -2.85 -0.79
H -4.85 -0.44 1.51
H -2.52 -0.50 2.31
H -1.87 -4.17 0.23
H -4.22 -4.14 -0.57
H 2.31 -2.71 -3.30
H 2.15 -0.09 -2.97
```

=====

6.
Formula: C5H10N2
Source: OMol25
Level of theory: ωB97M-V/def2-TZVPD

Summary:
total charge	+2
Kohn-Sham gap (spin up / spin down)	6.77 / 7.97	eV
electronic energy	-8302.36440	eV
E_LUMO (spin up / spin down)	-11.1 / -10.1	eV
ΔE to the lowest compared entry with this formula, charge and spin	5.504	eV

```
17
C5H10N2 (ωB97M-V/def2-TZVPD)
C -1.18 -1.21 0.56
C -0.33 0.96 0.07
C 1.97 0.21 0.02
C 3.03 -0.42 -0.56
C -2.48 0.31 -0.69
N 0.97 0.97 0.07
N -1.26 -0.10 -0.08
H -0.48 -1.76 1.08
H -0.79 1.92 -0.07
H -1.98 -1.95 0.48
H 3.26 -1.47 -0.18
H 3.91 0.08 -0.18
H 2.96 -0.46 -1.66
H -2.87 -0.23 -1.58
H -2.41 1.40 -0.94
H -3.26 0.32 0.22
H 1.28 2.01 -0.23
```

=====

7.
Formula: C4H25NO11
Source: OMol25
Level of theory: ωB97M-V/def2-TZVPD

Summary:
total charge	+1
multiplicity	2
Kohn-Sham gap (spin up / spin down)	10.68 / 6.02	eV
electronic energy	-28556.47993	eV
expectation value of S²	0.756
E_LUMO (spin up / spin down)	-3.4 / -8.0	eV
ΔE to the lowest compared entry with this formula, charge and spin	2.428	eV

```
41
C4H25NO11 (ωB97M-V/def2-TZVPD)
O -1.43 -2.00 -0.69
C -0.73 -1.65 0.20
C -0.35 -0.12 0.34
C -1.27 0.51 1.44
O -2.57 -0.07 1.14
N -0.36 0.70 -0.86
C 0.69 0.36 -1.78
O 1.11 -0.96 -1.62
H -0.47 -2.30 1.02
H 0.70 -0.14 0.72
H -0.82 0.29 2.41
H -1.43 1.55 1.19
H -2.78 -0.89 1.63
H -1.38 0.68 -1.18
H 0.42 0.61 -2.83
H 1.54 1.08 -1.59
H 1.22 -1.41 -2.47
H -2.25 -0.93 -3.73
H -2.16 0.35 -3.03
O -1.80 -0.08 -3.85
H -3.82 1.41 -1.70
H -3.39 0.02 -1.22
O -3.09 0.78 -1.73
H 0.36 -1.72 2.89
H -0.59 -2.28 4.04
O -0.54 -2.00 3.12
H 4.64 0.25 1.26
H 3.90 0.13 -0.23
O 3.83 0.16 0.75
H 2.60 -0.98 1.98
H 1.99 0.07 2.88
O 2.06 -0.88 2.78
H -2.89 2.18 0.76
H -4.27 1.66 1.03
O -3.78 2.21 0.40
H 4.11 -0.70 -2.70
H 2.88 -0.86 -1.80
O 3.73 -0.39 -1.86
H 2.58 1.37 1.48
H 1.70 1.88 0.28
O 2.08 2.11 1.13
```

=====

8.
Formula: C22H23N4O12P2Pd
Source: OMol25
Level of theory: ωB97M-V/def2-TZVPD

Summary:
total charge	-1
multiplicity	3
Kohn-Sham gap (spin up / spin down)	7.41 / 7.28	eV
electronic energy	-75784.81025	eV
expectation value of S²	2.005
E_LUMO (spin up / spin down)	1.8 / 1.7	eV
ΔE to the lowest compared entry with this formula, charge and spin	0.285	eV

```
64
C22H23N4O12P2Pd (ωB97M-V/def2-TZVPD)
Pd 1.59 1.88 -0.15
C 3.38 3.34 -3.99
C 2.95 2.94 -2.59
O 2.02 1.83 -2.62
P 4.35 2.43 -1.51
O 5.42 1.84 -2.55
O 5.06 3.73 -0.97
O 3.95 1.43 -0.50
P 2.04 4.28 -1.65
O 2.81 5.57 -2.25
O 0.60 4.29 -1.99
O 2.50 4.04 -0.21
H 3.77 2.48 -4.53
H 4.14 4.12 -3.96
H 2.51 3.73 -4.53
H 2.50 1.02 -2.83
H 6.03 1.24 -2.10
H 4.42 4.17 -0.38
H 2.22 6.33 -2.23
O -5.45 1.24 -0.09
C -4.67 1.00 0.85
O -4.88 0.44 1.95
C -3.19 1.37 0.59
C -2.79 1.81 -0.66
C -1.45 2.07 -0.89
N -0.53 1.89 0.06
C -0.91 1.50 1.29
C -2.23 1.24 1.58
C 0.19 1.35 2.33
O -0.10 0.95 3.45
O 1.38 1.66 1.94
H -3.53 1.95 -1.43
H -1.07 2.43 -1.84
H -2.51 0.92 2.58
C -2.86 -1.98 4.46
C -2.55 -2.69 3.18
C -1.87 -3.91 3.16
C -1.56 -4.53 1.96
C -1.93 -3.95 0.75
N -1.60 -4.63 -0.46
C -1.38 -4.10 -1.69
O -1.58 -4.71 -2.72
N -0.84 -2.82 -1.72
C 0.11 -2.27 -0.86
C 0.73 -2.97 0.18
C 1.68 -2.33 0.95
C 2.02 -1.02 0.67
N 1.43 -0.35 -0.32
C 0.49 -0.95 -1.05
C -2.63 -2.75 0.76
C -2.94 -2.14 1.96
H -2.64 -2.60 5.33
H -3.91 -1.68 4.49
H -2.28 -1.06 4.53
H -1.57 -4.37 4.09
H -1.01 -5.47 1.95
H -1.82 -5.61 -0.50
H -0.88 -2.42 -2.65
H 0.46 -4.00 0.38
H 2.16 -2.85 1.77
H 2.75 -0.47 1.25
H 0.02 -0.35 -1.82
H -2.97 -2.30 -0.16
H -3.54 -1.22 1.97
```

=====

What did the third record say?
Formula: C6H12O
Source: OMol25
Level of theory: ωB97M-V/def2-TZVPD

Summary:
Kohn-Sham gap	8.97	eV
electronic energy	-8462.18127	eV
SMILES string	C=C(C)/C=C/C.O
E_LUMO	0.8	eV
ΔE to the lowest compared entry with this formula, charge and spin	2.173	eV

```
19
C6H12O (ωB97M-V/def2-TZVPD)
C -1.98 -0.93 -1.06
C -0.87 -0.62 -0.37
C -0.95 0.22 0.86
C 0.46 -1.13 -0.74
C 0.92 -1.53 -1.94
C 2.35 -1.50 -2.42
H -2.87 -0.35 -0.88
H -1.98 -1.61 -1.90
H -1.59 -0.18 1.66
H -1.35 1.23 0.71
H -0.03 0.38 1.42
H 1.20 -1.02 0.06
H 0.24 -2.08 -2.58
H 2.65 -0.45 -2.54
H 3.05 -1.93 -1.69
H 2.49 -2.03 -3.35
O -0.61 4.13 5.08
H -1.11 4.52 4.38
H -0.03 4.86 5.30
```

=====

Number 4 is which compound?
C14H23NO